23
Properties=species:S:1:pos:R:3 method="wB97M-V/def2-TZVPD" multiplicity=1 total_charge=+2 energy_ev=-13599.0727 relative_energy_ev=1.007
C 3.01975 -1.49552 -0.71942
O 1.99822 -0.56288 -0.41901
C 1.44933 0.17466 -1.55633
C 0.40382 1.10664 -0.99784
O -0.89224 0.56184 -1.26295
C -1.92844 1.20938 -0.58582
C -2.33728 0.43186 0.64258
O -1.32825 0.49968 1.62910
C -1.27952 -0.64183 2.45374
H 3.36484 -1.92891 0.22454
H 2.62287 -2.28856 -1.36909
H 3.85667 -0.99230 -1.22560
H 1.03861 -0.56334 -2.26345
H 2.28186 0.71381 -2.03295
H 0.47550 2.09769 -1.47306
H -2.81138 1.29525 -1.24535
H -1.63332 2.23887 -0.30345
H -2.53090 -0.62136 0.36986
H -3.27159 0.86163 1.04529
H -0.50875 -0.47027 3.21435
H -2.24996 -0.79971 2.95277
H -1.00425 -1.53377 1.86685
Y 1.26443 0.70716 1.05522